Entry 1:
Density functional theory data (wB97M-V/def2-TZVPD) for a molecular structure, C56H71F6N7OP2SSi2Sn.

```
147
C56H71F6N7OP2SSi2Sn | the Open Molecules 2025 dataset | wB97M-V/def2-TZVPD
H -4.765 -3.035 6.043
C -3.262 -2.751 4.528
F 0.340 5.915 -0.467
H -3.768 -4.311 -2.134
N 4.870 -6.119 0.213
H 2.124 5.196 -1.998
H -4.804 -0.878 -3.314
H -4.595 1.491 3.007
H -1.176 -4.564 -2.311
H 0.947 2.482 4.610
H 3.251 0.874 -4.287
C 6.353 -1.633 0.820
C -1.554 3.561 5.706
H 5.402 0.749 -2.003
H 0.224 -3.939 2.608
H 2.011 -5.653 2.201
H -3.419 -5.208 0.670
H -1.515 1.430 5.625
H -3.121 -3.813 4.355
F -1.576 4.021 -3.078
C -5.461 -0.126 -0.734
C -4.519 -0.703 0.106
F -0.257 5.737 -3.096
C -1.822 3.458 2.949
P -2.667 -0.410 -0.026
H -6.642 -2.475 2.083
N -1.963 -1.826 0.375
H -4.640 -1.618 -4.897
C -4.967 -1.548 1.122
C -4.658 3.485 -0.276
H 2.777 -0.652 2.498
H 0.961 -0.193 -5.983
H 3.242 -1.358 -3.355
F 0.394 4.045 0.606
H 6.478 -1.917 -0.224
C -7.250 -1.249 0.421
H -4.694 -3.283 -1.023
H 2.172 2.055 3.421
C -3.339 0.068 -4.581
N 0.100 -0.121 -3.249
C 0.994 -3.787 1.864
C 0.455 -0.791 5.653
C -4.186 -2.318 5.474
H -1.814 -2.154 3.050
C -2.530 -1.829 3.800
H 2.311 3.608 -2.780
C 4.003 -5.387 0.406
C 1.972 -4.727 1.641
H -4.098 1.346 -6.140
H -0.477 -0.416 6.080
H 3.552 -3.059 -0.851
H -1.437 3.589 6.784
H -7.535 0.067 -1.251
H 2.447 3.738 -1.025
C -2.501 0.818 1.316
H -6.433 4.430 0.501
C -1.868 2.765 -6.811
H 7.848 -0.429 -1.545
C -4.642 -0.660 -4.369
H -4.233 -1.999 1.779
N 1.897 -2.373 0.158
H 0.248 -1.844 1.287
C -0.832 -3.807 -1.598
C -1.772 4.683 3.600
C 1.443 -0.245 -3.839
C 2.935 -4.462 0.666
H -5.485 -0.075 -4.739
H 3.283 -0.686 4.204
H 5.901 -2.472 1.345
H 7.586 1.314 -1.710
H -2.301 -1.054 -3.081
C -2.225 -0.281 -3.838
H -8.306 -1.465 0.537
H 2.312 -0.844 -1.938
H -5.136 0.563 -1.505
H 2.434 1.667 5.130
C -3.575 1.817 1.145
S 3.622 1.107 -0.101
C -0.883 1.262 -5.070
H -1.608 5.698 5.487
H 2.381 -1.161 -5.563
C -6.317 -1.819 1.283
F -1.412 4.650 -0.420
H 1.723 -2.184 -2.919
H 4.856 -0.433 1.703
C 1.678 1.720 4.339
C 2.249 1.066 -3.883
C -1.997 1.651 -5.802
C -6.817 -0.397 -0.584
H -1.667 -5.438 0.746
P -1.716 0.614 2.831
Sn -0.209 0.466 -1.094
H 1.251 -0.640 6.390
H 0.747 -1.765 -5.209
C 1.000 -2.608 1.117
C -3.646 2.568 -0.045
H 7.573 0.571 -0.113
Si 0.934 0.017 4.000
H -0.476 -2.942 -2.167
C -3.227 1.052 -5.562
F 0.301 3.927 -4.138
H -2.860 2.449 -0.783
N -0.250 0.011 2.797
H -1.797 3.731 -6.303
C -1.752 2.265 3.664
H -6.349 3.145 2.626
C -2.466 -4.692 0.820
H -2.734 2.797 -7.475
H 0.323 -1.868 5.513
H -1.886 3.433 1.872
C 1.376 -0.873 -5.240
H 0.022 -4.225 -1.057
H 2.353 1.460 -2.871
C 2.230 -1.218 -2.958
H 1.777 1.832 -4.495
C -0.294 4.380 -3.014
C 0.435 3.835 -1.754
C -2.701 -0.454 3.989
C 1.933 4.127 -1.903
C -3.758 -3.368 -1.578
C -4.584 2.064 2.090
C -1.600 2.341 5.048
H 0.052 1.765 -5.268
C -0.072 4.621 -0.507
Si -2.239 -3.281 -0.445
C 2.480 -0.952 3.507
O 0.134 2.534 -1.585
C 7.290 0.424 -1.154
H -3.739 -2.552 -2.308
H -5.085 -0.608 6.407
H -2.462 -4.288 1.836
C -1.648 4.740 4.981
C -5.588 2.994 1.867
H -3.797 1.023 5.102
H 2.352 -2.036 3.535
C 5.041 0.253 -0.143
H -4.665 4.040 -1.208
C -4.368 -0.958 5.673
N 5.489 -0.468 0.916
H 7.339 -1.449 1.254
C 2.844 -3.271 -0.053
H -1.825 5.596 3.018
C -5.643 3.710 0.678
C -3.636 -0.034 4.931
N 5.847 0.234 -1.259
C -0.958 0.299 -4.050
H -0.969 2.650 -7.419
```

The LUMO energy comes out at 3.588 eV. The total charge is -2. The calculation puts the total energy at -139013.9955 eV.

Löwdin atomic charge list, values in e, 8 entries:
1. H 0.087
2. C -0.100
3. F 0.116
4. H 0.022
5. N 0.126
6. H 0.089
7. H 0.041
8. H 0.089

---

Entry 2:
Density functional theory data (wB97M-V/def2-TZVPD) for 12 unconnected molecules or ions with the total composition C56H75B3N11O5P.

```
151
C56H75B3N11O5P | the Open Molecules 2025 dataset | wB97M-V/def2-TZVPD
C 12.186 2.922 7.188
N -8.348 -1.083 -3.187
H 2.517 4.103 3.946
H -7.992 8.557 -6.448
H 3.978 2.187 7.559
H -6.902 3.177 -4.758
H -0.108 1.595 1.196
H -2.467 -2.125 -8.417
C -11.039 -6.229 1.508
C 1.858 -1.428 1.229
C 1.000 -0.833 -0.071
C 13.051 2.556 8.194
H 3.490 -0.740 2.735
C 0.611 -1.569 -12.041
H 10.071 2.786 7.056
H -3.553 -4.783 2.944
H 10.611 6.846 4.579
C -7.775 6.442 -5.908
H 2.717 0.731 1.681
H 11.161 4.524 5.364
C 7.631 -0.122 4.309
C -8.269 -2.123 -2.298
B -2.139 -1.293 -1.744
H 12.233 3.078 3.612
C -9.609 -0.548 -3.148
H -2.166 3.503 0.562
H -11.382 -1.081 -1.973
H 1.424 -5.365 0.669
H -2.494 -3.323 2.355
H -0.050 -4.317 -1.601
H 8.715 0.082 7.862
H 5.945 0.876 3.224
C -3.099 -3.740 -7.000
H 0.833 -3.376 -10.730
O -2.966 -0.039 -1.714
H -7.886 6.366 -4.835
H 2.592 -3.433 2.446
C -1.757 2.421 0.366
H 1.732 -0.104 3.075
C -2.985 -4.327 2.007
C -6.416 2.328 -5.222
N -5.462 0.341 -5.511
C 6.583 -1.124 2.587
C 7.742 -0.690 9.583
H -0.608 -2.034 -3.270
H 5.840 -2.977 8.159
C 4.296 2.904 4.400
C -2.533 -1.689 -6.268
C -5.453 0.966 -6.731
H -6.175 2.938 -7.363
H -5.032 0.478 -7.600
H -7.448 4.385 -6.316
C -7.823 7.531 -6.750
H -0.203 -0.211 -2.627
H 9.018 -1.856 4.619
H -4.703 1.771 0.449
H 7.918 0.594 5.067
C 0.472 -3.577 -0.829
H -7.593 -0.761 -3.779
C 6.804 -1.689 9.716
N 4.721 2.308 5.559
P -4.201 -4.175 0.537
C 11.466 6.150 2.627
H -12.838 -4.269 3.459
H -7.591 7.645 -8.974
B -3.846 -2.559 -0.503
C 1.990 -3.058 1.492
H -1.902 2.154 -0.763
C -7.444 5.692 -7.989
N -2.878 -2.465 -5.192
C -6.037 2.204 -6.580
C -11.739 -6.060 2.682
H 1.019 -1.876 -12.995
H 8.218 -0.057 10.320
H 1.939 3.695 6.568
H -5.093 -0.582 -5.324
H 14.127 2.670 8.175
C 12.011 4.884 2.302
C -10.346 -1.261 -2.229
H -2.879 -2.161 -4.228
H -9.873 0.292 -3.777
N -11.095 -5.053 0.807
H -2.764 1.894 2.341
H -1.893 0.397 1.585
C -11.830 -4.138 1.515
C -12.241 -4.736 2.686
C -3.219 -3.719 -5.629
H -0.789 0.392 -9.763
N 11.351 4.847 4.424
C 2.804 3.330 6.028
H 12.419 4.578 1.347
C 6.531 -2.187 8.419
C -0.567 -1.291 -2.339
C 6.602 0.024 3.347
C -2.555 1.330 1.310
H 5.956 -1.418 1.756
H 5.568 1.764 5.661
C 1.327 -4.196 0.469
H -4.539 0.240 1.582
H -9.755 -2.994 -0.941
C -6.053 1.162 -4.586
C -7.614 7.056 -8.067
H -2.812 -5.351 -0.906
H -11.997 -3.142 1.127
C 3.820 2.568 6.559
H -0.239 -1.930 -8.978
H 7.787 -2.870 2.679
N 7.568 -1.956 3.053
C -9.498 -2.258 -1.691
H -0.025 0.552 -12.372
H -3.301 -4.589 -7.640
N 8.049 -0.571 8.253
C -4.010 0.859 0.712
O -4.778 -1.398 -0.544
H -11.876 -6.808 3.451
C -2.664 -2.455 -7.405
C 0.066 -0.304 -11.716
H 0.870 0.318 -0.261
C 10.956 2.059 8.843
C -0.331 -0.354 -10.398
H -10.505 -7.084 1.114
H 11.375 7.006 1.971
H 12.367 3.372 6.220
N -7.538 5.328 -6.671
C 0.530 -2.353 -10.911
H 10.048 1.744 9.341
H 4.876 2.820 3.490
H -2.089 -5.069 1.774
H -7.263 4.951 -8.756
C 2.529 -0.290 2.223
H -2.225 -0.661 -6.133
C 0.322 -1.943 -1.080
H 6.362 -2.023 10.646
C 8.208 -1.356 4.106
C 3.105 3.543 4.662
H -7.349 -2.678 -2.175
O -2.592 -2.618 -1.278
H 12.634 1.621 10.185
H -3.519 -4.487 -4.928
C 7.311 -1.476 7.535
N 10.912 2.620 7.594
H 7.406 -1.538 6.459
C 12.273 2.009 9.242
B -3.884 -0.189 -0.569
H -10.662 -4.886 -0.092
O -3.755 -5.473 -0.560
C 11.930 4.101 3.431
H -6.162 0.848 -3.557
C 11.069 6.100 3.944
N -0.049 -1.607 -9.918
O -0.311 2.450 0.694
```

The LUMO energy comes out at -0.409 eV. As for the SMILES: Cc1cccc(CB2OB(CCCO)OB(P(C)O)O2)c1.c1cc[nH]c1.c1cc[nH]c1.c1cc[nH]c1.c1cc[nH]c1.c1cc[nH]c1.c1cc[nH]c1.c1cc[nH]c1.c1cc[nH]c1.c1cc[nH]c1.c1cc[nH]c1.c1cc[nH]c1. The calculation puts the total energy at -97227.1221 eV.

Löwdin atomic charge list, values in e, 8 entries:
1. C -0.139
2. N 0.007
3. H 0.092
4. H 0.091
5. H 0.107
6. H 0.087
7. H 0.070
8. H 0.084

---

Entry 3:
Density functional theory data (wB97M-V/def2-TZVPD) for 11 unconnected molecules or ions with the total composition C56H80N6O22.

```
164
C56H80N6O22 | the Open Molecules 2025 dataset | wB97M-V/def2-TZVPD
H -2.127 -4.064 -4.590
C -1.028 -2.254 0.465
H -2.026 -6.720 -0.403
H -3.043 4.856 -3.576
O -0.337 -5.626 1.069
H 0.410 -6.285 -3.352
H -0.079 -0.487 6.067
O 0.542 3.377 -5.328
H -2.628 6.262 4.509
C 5.523 -3.126 0.224
H -0.123 0.433 9.807
H -1.282 -8.764 -7.471
H -0.012 4.867 -3.889
C 4.052 0.331 -3.936
H -1.918 -7.798 -6.156
C 3.038 -1.216 4.730
H -0.609 -7.218 -7.209
O 1.248 3.171 2.739
H -0.725 1.656 7.245
H 1.597 1.345 3.717
C -3.215 -0.143 4.733
H -3.259 4.522 0.705
C 0.061 -1.919 -1.703
H 5.695 -2.465 -0.612
C 4.881 -4.838 2.374
C 6.372 -3.271 1.314
C 0.084 3.789 -4.023
H -0.898 3.368 -3.809
C 2.014 2.958 -7.091
C -2.913 4.735 -1.383
H -1.899 3.938 4.266
C -1.039 -0.080 -0.547
H -1.303 -2.938 1.255
H 2.025 3.530 -9.807
C -0.342 -7.865 0.226
N 3.800 0.932 -2.597
H -0.414 7.803 2.958
H 4.874 -1.311 -7.316
H 3.309 -2.536 3.079
H -0.692 -1.828 3.995
C 4.011 -4.677 1.323
O -0.494 2.081 -1.070
C 5.493 0.200 -5.884
H -2.281 -5.228 -3.311
H -1.839 1.758 8.556
H 2.421 -0.964 -3.825
C -3.660 4.882 -0.231
C -5.088 8.687 1.703
H -3.547 0.799 4.295
H 0.204 7.568 4.590
C 0.877 1.898 3.115
H -2.795 2.075 6.312
H 0.719 1.306 2.214
O 0.236 5.843 3.457
H -0.086 1.923 3.624
C 2.565 -1.975 3.623
H -2.908 7.563 2.349
C -1.522 -9.939 -1.203
O 5.340 -1.563 4.313
C -2.659 1.070 6.711
H 3.022 3.090 -7.483
C 0.722 -7.693 -4.979
H -6.060 8.694 1.210
C 0.325 7.264 3.550
H 0.427 3.634 0.908
H -3.549 3.367 4.363
H 0.760 3.384 -3.270
C 6.066 -4.143 2.360
C -4.810 5.621 -2.670
H -5.417 5.604 0.701
H -3.602 0.678 7.092
O 4.477 1.887 -2.210
H -3.543 8.288 3.706
C -3.481 5.083 -2.615
H 3.048 -5.152 1.436
H 4.685 -5.469 3.229
N 0.274 -6.706 0.962
O -2.262 0.093 5.770
C 0.663 -0.875 5.386
H -5.294 5.855 -3.606
H 1.346 -7.040 -5.589
C -0.054 -0.253 8.963
C 4.629 -0.818 -6.387
H -5.021 9.593 2.305
H -4.349 8.788 0.908
C 0.284 3.872 1.962
H 0.065 5.987 1.344
H 7.255 -2.652 1.364
C 1.254 -2.048 3.341
H -0.045 0.051 -2.488
H 6.317 0.542 -6.492
C -1.560 -4.778 -3.993
H 5.840 1.470 -4.209
O 1.364 -6.848 1.491
C -0.999 -8.081 -6.670
O 2.615 -4.638 -1.047
H 2.398 -0.105 6.411
C 3.284 -0.734 -4.433
N 3.360 -3.687 -0.913
C -0.317 -0.613 -1.681
H 2.463 2.621 -4.932
C -3.476 6.127 3.838
C -0.239 -6.749 -4.095
C -4.920 5.471 -0.248
C -2.141 -8.698 -1.138
C -5.491 5.850 -1.517
H 0.508 -2.264 -2.624
H 0.923 -2.700 2.546
O 1.168 3.768 -7.847
N 4.467 -1.048 5.002
C 3.594 -1.323 -5.659
H -1.871 -0.468 1.339
O -0.991 -5.742 -4.881
H -0.754 3.605 2.163
H 0.662 2.489 -9.393
C 4.296 -3.809 0.234
C 5.169 0.776 -4.693
H -2.705 -0.642 3.909
H 0.304 -11.012 -0.766
O 3.543 -2.886 -1.789
N -6.931 6.238 -1.603
C -1.348 -0.935 0.518
H 0.077 -1.275 9.319
H 1.465 -8.187 -4.354
O 4.713 -0.234 5.891
H 2.405 4.277 -5.447
O 0.073 -8.674 -5.849
H 1.735 1.907 -7.171
C 1.934 3.305 -5.594
H -1.989 4.182 -1.301
C 1.076 3.490 -9.272
C -1.562 -7.695 -0.438
H 1.646 5.568 1.912
O 2.872 0.476 -1.955
H -4.084 -0.740 5.008
C 2.014 -0.714 5.606
H -2.633 2.989 2.958
O -2.061 1.750 0.327
H -0.858 -4.233 -3.361
O -1.190 -0.238 8.154
C 0.585 5.398 2.099
C 0.324 -9.084 0.147
O -5.031 7.481 2.444
C -2.807 3.784 3.682
H 1.321 -9.152 0.558
H 3.000 -2.151 -6.017
H 0.849 0.028 8.420
H 1.372 7.517 3.381
H 6.699 -4.252 3.228
H -4.421 5.867 4.315
H -1.938 -10.736 -1.802
C -3.715 7.422 3.067
O -3.182 4.974 2.995
H 0.314 4.086 -9.774
C -0.239 -10.097 -0.580
H -0.939 -7.384 -3.552
H -3.092 -8.569 -1.633
C -0.309 -2.735 -0.617
O -7.651 6.116 -0.632
C -1.552 1.124 7.717
H -0.017 -3.768 -0.732
O -7.268 6.728 -2.667
N -1.199 1.350 -0.420
C 0.317 -1.509 4.207
```

Its spin multiplicity is 2. The LUMO energy (spin up / spin down) comes out at -4.993 / -8.867 eV. The total charge is +1. As for the expectation value of S²: 0.77. The calculation puts the total energy at -113320.3872 eV.

Löwdin atomic charge list, values in e, 8 entries:
1. H 0.092
2. C 0.011
3. H 0.113
4. H 0.092
5. O 0.012
6. H 0.105
7. H 0.085
8. O -0.186

---

Question: Number 3 is which compound?
Answer: C56H80N6O22